Density functional theory data (the ωB97M-V functional and the def2-TZVPD basis) for a 6-piece molecular cluster, C28H39N3O12 overall at a distorted geometry.

E_LUMO in eV: -0.33
E in Eh: -2157.26224
ΔE to the lowest compared entry with this formula, charge and spin in eV: 7.028
Kohn-Sham gap in hartree: 0.3470

Each line ends with the Löwdin charge.
CARTESIAN COORDINATES (ANGSTROEM)
C (2.031, -0.518, 3.331)  0.008
C (2.333, 0.161, 4.829)  -0.263
O (2.784, 1.419, 4.863)  -0.030
N (2.090, -0.742, 6.018)  -0.036
C (0.623, -1.029, 6.245)  -0.268
C (0.087, -2.524, 5.721)  -0.004
O (-0.282, -0.201, 6.773)  0.002
C (2.804, -0.280, 7.268)  -0.233
C (2.486, -1.386, 8.481)  -0.071
N (2.294, -2.401, 9.285)  0.100
C (4.447, -0.374, 7.023)  -0.125
C (4.853, -1.717, 6.176)  -0.122
N (5.039, -2.729, 5.357)  0.075
H (2.503, 0.131, 2.478)  0.082
H (2.470, -1.627, 3.376)  0.099
H (0.854, -0.673, 3.204)  0.098
H (-0.750, -2.417, 4.905)  0.073
H (-0.258, -3.209, 6.613)  0.104
H (0.999, -3.064, 5.175)  0.096
H (2.533, 0.800, 7.627)  0.167
H (5.071, -0.341, 8.014)  0.128
H (4.803, 0.569, 6.385)  0.131
O (-2.707, -3.239, 3.005)  0.095
C (-2.858, -2.031, 3.084)  -0.461
C (-4.176, -1.319, 3.107)  -0.079
C (-3.772, 0.104, 2.818)  -0.158
C (-2.378, 0.173, 3.384)  -0.175
O (-1.835, -1.135, 3.209)  -0.014
H (-4.621, -1.422, 4.100)  0.136
H (-4.848, -1.709, 2.339)  0.133
H (-4.449, 0.847, 3.248)  0.121
H (-3.740, 0.264, 1.733)  0.111
H (-2.375, 0.412, 4.453)  0.127
H (-1.759, 0.903, 2.855)  0.115
O (-1.059, 0.539, 0.443)  0.093
C (-1.627, 0.651, -0.631)  -0.443
C (-1.069, 1.334, -1.843)  -0.086
C (-2.297, 1.517, -2.697)  -0.159
C (-3.162, 0.355, -2.285)  -0.172
O (-2.857, 0.128, -0.910)  0.027
H (-0.336, 0.675, -2.318)  0.122
H (-0.615, 2.292, -1.581)  0.133
H (-2.085, 1.536, -3.770)  0.103
H (-2.791, 2.460, -2.433)  0.125
H (-2.933, -0.555, -2.848)  0.131
H (-4.227, 0.581, -2.394)  0.114
O (-0.039, 1.555, -5.245)  0.095
C (1.008, 0.956, -5.428)  -0.447
C (2.026, 0.644, -4.373)  -0.097
C (3.232, 0.272, -5.198)  -0.169
C (2.615, -0.287, -6.452)  -0.172
O (1.398, 0.436, -6.629)  0.029
H (1.670, -0.197, -3.771)  0.140
H (2.222, 1.515, -3.744)  0.117
H (3.904, -0.430, -4.698)  0.120
H (3.805, 1.176, -5.437)  0.125
H (2.378, -1.353, -6.360)  0.129
H (3.260, -0.142, -7.324)  0.128
O (2.255, 1.569, -1.197)  0.102
C (3.460, 1.536, -1.006)  -0.446
C (4.165, 2.099, 0.191)  -0.079
C (5.599, 2.134, -0.275)  -0.165
C (5.655, 0.993, -1.256)  -0.167
O (4.356, 0.935, -1.842)  0.017
H (4.029, 1.421, 1.038)  0.123
H (3.797, 3.099, 0.431)  0.137
H (6.325, 2.041, 0.537)  0.123
H (5.793, 3.080, -0.795)  0.124
H (5.861, 0.035, -0.767)  0.132
H (6.404, 1.161, -2.035)  0.129
O (-5.648, -1.319, -3.493)  0.102
C (-5.722, -0.802, -4.595)  -0.456
C (-6.289, -1.450, -5.822)  -0.086
C (-5.776, -0.553, -6.920)  -0.169
C (-5.661, 0.781, -6.229)  -0.166
O (-5.333, 0.476, -4.874)  0.018
H (-7.381, -1.436, -5.762)  0.137
H (-5.920, -2.472, -5.934)  0.133
H (-6.422, -0.527, -7.801)  0.121
H (-4.783, -0.892, -7.238)  0.125
H (-6.604, 1.339, -6.243)  0.130
H (-4.875, 1.402, -6.668)  0.131

=====

Density functional theory data (the ωB97M-V functional and the def2-TZVPD basis) for a 2-piece molecular cluster, C28H39N4O5 overall at a distorted geometry.

E_LUMO in eV: -4.95
E in Eh: -1685.18819
Charge: +1
ΔE to the lowest compared entry with this formula, charge and spin in eV: 1.541
Kohn-Sham gap in hartree: 0.2332

Each line ends with the Löwdin charge.
CARTESIAN COORDINATES (ANGSTROEM)
C (-2.170, 5.724, 0.288)  0.002
N (-2.051, 4.284, 0.364)  -0.035
C (-3.157, 3.504, 0.561)  -0.367
O (-4.306, 3.910, 0.708)  0.106
C (-2.691, 2.049, 0.571)  -0.162
C (-3.292, 1.243, -0.563)  -0.088
C (-4.794, 1.085, -0.430)  -0.238
C (-5.622, 1.543, -1.456)  -0.037
C (-7.008, 1.500, -1.301)  -0.064
C (-7.561, 0.999, -0.122)  -0.073
C (-6.734, 0.480, 0.876)  -0.064
C (-5.343, 0.521, 0.724)  -0.041
N (-1.235, 2.170, 0.473)  0.062
C (-0.445, 1.074, 0.455)  0.036
C (0.940, 1.084, 0.298)  -0.051
C (1.797, -0.012, 0.218)  0.081
C (3.245, 0.130, 0.141)  -0.156
C (3.838, 1.414, -0.003)  0.074
C (5.220, 1.580, -0.088)  -0.134
N (5.732, 2.911, -0.226)  -0.310
O (6.964, 3.089, -0.326)  0.087
O (4.913, 3.862, -0.239)  0.055
C (6.103, 0.487, -0.028)  0.048
C (5.545, -0.780, 0.147)  -0.028
C (4.159, -0.967, 0.227)  0.032
C (-0.775, 3.568, 0.300)  -0.449
C (-0.139, 3.798, -1.079)  0.023
C (0.121, 4.014, 1.461)  0.021
H (-3.234, 5.985, 0.344)  0.106
H (-1.631, 6.198, 1.116)  0.097
H (-1.757, 6.100, -0.653)  0.096
H (-2.971, 1.612, 1.545)  0.169
H (-3.056, 1.745, -1.515)  0.132
H (-2.802, 0.260, -0.602)  0.117
H (-5.164, 1.973, -2.351)  0.116
H (-7.641, 1.886, -2.095)  0.108
H (-8.637, 1.003, 0.011)  0.106
H (-7.157, 0.073, 1.789)  0.106
H (-4.680, 0.155, 1.510)  0.112
H (-0.960, 0.116, 0.575)  0.153
H (1.381, 2.072, 0.242)  0.060
H (1.395, -1.020, 0.220)  0.090
H (3.224, 2.307, -0.067)  0.110
H (7.168, 0.672, -0.108)  0.130
H (6.228, -1.623, 0.220)  0.118
H (3.751, -1.974, 0.371)  0.100
H (-0.859, 3.532, -1.862)  0.104
H (0.138, 4.856, -1.196)  0.101
H (0.754, 3.194, -1.226)  0.073
H (-0.439, 3.918, 2.397)  0.109
H (1.014, 3.402, 1.544)  0.073
H (0.431, 5.061, 1.329)  0.103
C (0.484, -6.264, -3.093)  -0.096
O (0.524, -5.403, -1.957)  -0.200
C (0.516, -4.006, -2.235)  -0.218
C (0.051, -3.296, -0.972)  -0.203
N (1.144, -3.196, -0.028)  -0.099
C (0.803, -3.509, 1.339)  -0.204
C (1.914, -4.263, 2.051)  -0.206
O (3.197, -3.907, 1.546)  -0.238
C (4.224, -4.637, 2.216)  -0.089
H (0.297, -7.265, -2.686)  0.091
H (-0.317, -6.000, -3.811)  0.091
H (1.444, -6.260, -3.637)  0.090
H (1.541, -3.658, -2.462)  0.129
H (-0.147, -3.743, -3.075)  0.125
H (-0.222, -2.266, -1.239)  0.102
H (-0.802, -3.820, -0.509)  0.126
H (1.981, -3.686, -0.337)  0.109
H (0.576, -2.557, 1.831)  0.105
H (-0.079, -4.164, 1.381)  0.121
H (1.882, -4.038, 3.128)  0.130
H (1.741, -5.342, 1.888)  0.133
H (5.181, -4.390, 1.737)  0.089
H (4.272, -4.375, 3.294)  0.097
H (4.043, -5.725, 2.138)  0.096

=====

Density functional theory data (the ωB97M-V functional and the def2-TZVPD basis) for C28H40AsN6O4W as an isolated structure.

E_LUMO (alpha / beta) in eV: -10.86 / -10.76
E in Eh: -4022.44276
Charge: +3
Kohn-Sham gap (alpha / beta) in hartree: 0.1278 / 0.1314

Each line ends with the Löwdin charge.
CARTESIAN COORDINATES (ANGSTROEM)
W (-0.342, 0.307, -0.376)  1.633
N (-1.359, 1.320, 1.498)  -0.027
C (-2.684, 1.967, 1.188)  -0.150
C (-2.584, 2.679, -0.164)  -0.038
C (-1.884, 1.706, -1.044)  -0.574
O (-0.732, 1.914, -1.597)  -0.120
O (-2.237, 0.455, -1.081)  -0.076
H (-1.479, 0.726, 2.321)  0.106
H (-0.708, 2.052, 1.815)  0.134
H (-2.961, 2.659, 1.984)  0.147
H (-3.427, 1.171, 1.144)  0.132
H (-2.003, 3.603, -0.118)  0.149
H (-3.577, 2.913, -0.555)  0.163
C (10.577, 2.581, -2.099)  -0.036
C (9.501, 2.006, -1.231)  -0.256
C (8.302, 2.687, -1.021)  -0.022
C (7.319, 2.181, -0.188)  -0.019
C (7.533, 0.961, 0.431)  -0.232
N (6.569, 0.417, 1.340)  0.154
C (5.255, 0.382, 1.120)  -0.472
O (4.684, 0.832, 0.137)  0.027
N (4.511, -0.226, 2.163)  0.161
C (3.164, -0.504, 2.153)  -0.161
C (2.614, -1.238, 3.215)  0.065
C (1.261, -1.518, 3.246)  0.006
C (0.445, -1.055, 2.233)  -0.134
N (0.953, -0.340, 1.200)  -0.148
C (2.277, -0.070, 1.154)  -0.037
C (8.714, 0.253, 0.237)  -0.014
C (9.690, 0.782, -0.585)  -0.021
H (11.406, 2.940, -1.488)  0.096
H (10.207, 3.417, -2.687)  0.081
H (10.973, 1.828, -2.780)  0.089
H (8.143, 3.642, -1.501)  0.118
H (6.412, 2.739, -0.012)  0.110
H (6.950, -0.074, 2.138)  0.162
H (5.015, -0.534, 2.983)  0.160
H (3.249, -1.585, 4.019)  0.143
H (0.835, -2.094, 4.053)  0.137
H (-0.613, -1.295, 2.213)  0.107
H (2.658, 0.536, 0.344)  0.058
H (8.875, -0.694, 0.731)  0.117
H (10.614, 0.237, -0.725)  0.126
C (3.048, -2.361, -2.459)  -0.140
C (3.100, -0.842, -2.475)  -0.350
As (1.460, 0.205, -2.222)  1.170
C (0.385, -0.099, -3.839)  -0.372
C (1.232, -0.082, -5.109)  -0.127
C (2.121, 2.036, -2.358)  -0.359
C (2.269, 2.751, -1.022)  -0.145
H (4.008, -2.749, -2.799)  0.098
H (2.289, -2.766, -3.130)  0.075
H (2.894, -2.756, -1.454)  0.070
H (3.395, -0.469, -3.465)  0.084
H (3.813, -0.447, -1.750)  0.060
H (-0.365, 0.701, -3.846)  0.073
H (-0.142, -1.051, -3.718)  0.072
H (1.841, 0.820, -5.189)  0.083
H (0.567, -0.099, -5.972)  0.096
H (1.884, -0.952, -5.184)  0.076
H (1.441, 2.560, -3.034)  0.086
H (3.098, 1.969, -2.850)  0.097
H (1.388, 2.623, -0.360)  0.040
H (2.359, 3.825, -1.180)  0.099
H (3.156, 2.415, -0.482)  0.054
N (-2.108, -6.641, -1.512)  0.217
C (-2.154, -5.841, -0.441)  -0.505
O (-2.464, -6.155, 0.682)  0.129
C (-1.734, -4.393, -0.620)  -0.060
C (-2.537, -3.413, -0.035)  0.062
C (-2.108, -2.110, -0.029)  -0.086
N (-0.903, -1.734, -0.530)  -0.130
C (-0.135, -2.684, -1.100)  -0.092
C (-0.519, -4.007, -1.173)  0.053
H (-2.386, -7.606, -1.398)  0.143
H (-1.935, -6.302, -2.444)  0.123
H (-3.475, -3.683, 0.428)  0.150
H (-2.722, -1.325, 0.400)  0.118
H (0.831, -2.369, -1.471)  0.053
H (0.149, -4.727, -1.621)  0.140